ORCA calculation (ωB97M-V/def2-TZVPD) on a structure of composition C27H17Br2I2N3OPtS.

Values from the calculation:
LUMO level in eV: -7.895
Frontier orbital gap in eV: 5.33
Electronic energy in a.u.: -7539.03414

ORCA input file:
```
! wB97M-V def2-TZVPD RIJCOSX def2/J DEFGRID3
* xyz 2 1
Pt -0.595 -0.259 -0.764
S 1.534 2.831 1.615
C 2.561 1.432 1.749
C 3.774 1.349 2.421
C 4.450 0.149 2.384
C 3.925 -0.944 1.692
C 2.725 -0.867 1.014
C 2.028 0.341 1.048
N 0.801 0.682 0.432
C 0.466 1.959 0.637
C -0.672 2.502 -0.031
C -1.073 3.837 0.019
C -2.133 4.263 -0.760
C -2.809 3.354 -1.568
C -2.427 2.013 -1.590
C -1.354 1.604 -0.827
H 4.174 2.201 2.953
H 5.402 0.058 2.888
H 4.471 -1.877 1.687
H 2.339 -1.709 0.468
H -0.545 4.542 0.649
H -2.426 5.303 -0.748
H -3.624 3.688 -2.195
H -2.986 1.305 -2.191
Br 1.531 -4.733 0.857
C 0.059 -3.777 1.564
C -0.667 -4.301 2.664
C -1.725 -3.633 3.187
Br -2.638 -4.350 4.689
C -2.132 -2.428 2.613
C -3.251 -1.672 3.018
C -3.582 -0.525 2.337
C -2.805 -0.110 1.253
N -1.724 -0.774 0.868
C -1.373 -1.934 1.517
C -0.257 -2.584 1.010
O 0.446 -1.997 0.018
H -0.368 -5.248 3.093
H -3.850 -2.010 3.853
H -4.440 0.066 2.621
H -3.063 0.778 0.696
C 1.817 0.949 -4.772
C 0.461 0.661 -4.824
C -0.201 0.349 -3.657
N 0.433 0.280 -2.473
C 1.748 0.564 -2.420
C 2.462 0.916 -3.546
H 2.361 1.199 -5.674
H -0.086 0.675 -5.755
H -1.264 0.160 -3.652
H 2.224 0.490 -1.455
H 3.512 1.153 -3.452
I -1.947 -2.378 -2.199
I 0.313 -3.543 -2.960
*
```

These are the Mulliken partial charges, in e, on atoms 1 to 2: 0.56, -0.30